(1)
{"formula": "C5H12O2", "method": "ωB97M-V/def2-TZVPD", "charge": 1, "lumo_energy_ev": [-4.023, -8.981], "e_above_lowest_kcal_mol": 28.7, "homo_energy_ev": [-14.76, -14.04], "multiplicity": 2, "elements": ["C", "C", "C", "C", "C", "H", "H", "H", "H", "H", "H", "H", "H", "H", "H", "O", "H", "H", "O"], "xyz": [[-1.58120, -0.40024, 0.82568], [-1.97750, 0.88187, 0.61244], [-0.82062, -1.11131, -0.21197], [0.45595, -1.78718, 0.17574], [1.01669, -1.87867, 1.41876], [-1.96025, -0.94504, 1.68453], [-2.60352, 1.51066, 1.23017], [-1.77646, 1.28750, -0.37532], [-0.55945, -0.51718, -1.10403], [-1.43164, -2.00130, -0.54417], [1.05368, -2.04339, -0.69559], [2.04449, -2.20525, 1.48627], [0.39449, -1.64229, 2.27104], [-0.32009, 1.53092, -2.78138], [0.80791, 1.48637, -1.75581], [0.40315, 0.97171, -2.46139], [2.39148, 1.53308, -0.06879], [2.50096, 2.95651, 0.41420], [1.96195, 2.37323, -0.12038]], "mulliken_charge": [-0.093, -0.754, 0.039, -0.126, -0.584, 0.411, 0.319, 0.174, 0.275, 0.325, 0.397, 0.310, 0.290, 0.337, 0.346, -0.633, 0.297, 0.313, -0.644]}


(2)
{"formula": "C4H11BO2", "method": "ωB97M-V/def2-TZVPD", "lumo_energy_ev": 0.611, "e_above_lowest_kcal_mol": 37.0, "homo_energy_ev": -9.23, "multiplicity": 1, "elements": ["C", "C", "C", "C", "H", "H", "H", "H", "H", "H", "H", "H", "O", "B", "O", "H", "H", "H"], "xyz": [[-1.19812, 0.95073, -0.67814], [-1.33995, -0.22066, -0.07790], [-2.05345, -0.24103, 1.25398], [-1.04196, -1.56672, -0.72172], [-1.41773, 1.83135, -0.15743], [-0.58108, 1.08950, -1.50659], [-2.13432, -1.17145, 1.70140], [-3.01092, 0.16235, 1.27347], [-1.37868, 0.26250, 1.87550], [-0.41866, -2.30744, -0.07848], [-0.66246, -1.60043, -1.69912], [-1.95039, -2.16136, -0.83798], [2.24162, 0.78954, -1.25248], [2.90874, 1.13935, -0.12629], [3.13398, 0.22953, 0.88138], [1.94811, -0.11648, -1.39341], [3.29335, 2.31794, -0.08627], [3.66192, 0.61279, 1.63007]], "mulliken_charge": [-1.026, 1.036, -1.522, -1.364, 0.328, 0.333, 0.429, 0.393, 0.361, 0.274, 0.401, 0.364, -0.504, 0.488, -0.520, 0.323, -0.106, 0.312]}


(3)
{"formula": "C29H19F3N4RuS", "method": "ωB97M-V/def2-TZVPD", "charge": 2, "lumo_energy_ev": [-6.690, -10.067], "e_above_lowest_kcal_mol": 53.1, "homo_energy_ev": [-13.14, -14.17], "multiplicity": 5, "elements": ["Ru", "C", "C", "N", "C", "C", "C", "C", "C", "C", "C", "C", "C", "N", "C", "H", "H", "H", "H", "H", "H", "H", "H", "C", "C", "C", "C", "N", "C", "C", "C", "C", "C", "C", "C", "H", "H", "H", "H", "H", "H", "H", "H", "F", "C", "F", "F", "C", "C", "C", "C", "N", "C", "S", "H", "H", "H"], "xyz": [[8.22655, 10.21016, 11.61652], [10.03569, 6.20678, 10.98580], [9.38006, 7.21962, 11.70642], [8.57277, 8.11052, 11.08019], [8.21201, 7.83896, 9.80030], [8.70740, 6.72462, 9.02168], [9.65854, 5.87746, 9.67178], [8.02248, 6.39310, 7.84764], [6.98719, 7.19575, 7.37844], [6.57649, 8.38708, 8.02298], [5.57403, 9.20766, 7.51352], [5.17675, 10.25296, 8.33796], [5.81061, 10.52695, 9.54575], [6.81432, 9.78244, 9.98333], [7.22287, 8.70178, 9.24910], [10.88618, 5.66941, 11.44678], [9.49169, 7.33986, 12.76246], [10.08311, 5.04172, 9.15692], [8.33474, 5.55009, 7.21831], [6.49345, 6.93608, 6.45843], [5.04966, 9.04333, 6.56113], [4.31223, 10.85523, 8.04767], [5.45610, 11.35338, 10.15158], [12.57236, 9.77588, 12.35117], [13.07700, 10.44685, 11.20742], [12.20469, 11.25234, 10.49975], [10.84483, 11.29460, 10.85586], [10.31960, 10.42760, 11.76967], [11.20497, 9.89686, 12.60052], [9.84170, 12.23068, 10.38765], [10.18486, 13.46838, 9.77160], [9.35313, 14.53749, 9.65131], [8.03287, 14.32311, 9.98881], [7.60392, 13.08158, 10.47502], [8.51644, 12.06158, 10.78357], [13.12530, 9.18740, 13.05494], [14.12890, 10.33465, 10.96668], [12.51707, 11.91992, 9.72556], [10.83000, 9.50291, 13.51702], [11.14965, 13.50437, 9.30064], [9.67459, 15.43592, 9.19326], [7.32034, 15.15228, 9.90211], [6.54777, 12.96233, 10.76803], [7.93922, 10.27040, 15.87811], [7.29286, 11.41826, 16.24168], [6.69522, 11.08995, 17.42054], [8.32837, 12.23543, 16.58331], [6.35472, 12.03835, 15.18842], [5.61407, 13.14946, 15.61149], [4.90196, 14.01823, 14.76547], [4.98141, 13.65122, 13.39889], [5.65697, 12.57807, 12.99296], [6.21648, 11.67527, 13.80414], [6.75691, 10.07016, 13.17425], [5.68549, 13.37161, 16.67657], [4.43402, 14.92402, 15.18023], [4.40054, 14.12148, 12.62265]], "mulliken_charge": [-0.380, -0.920, -0.362, 0.133, 0.637, 0.532, -0.561, -0.834, -0.897, 0.893, -0.764, -0.915, -0.083, 0.329, 0.053, 0.398, 0.631, 0.495, 0.393, 0.432, 0.449, 0.423, 0.479, -0.619, -0.653, -0.598, 0.954, 0.302, -0.475, 0.369, -0.563, -0.997, -0.552, 0.505, 0.646, 0.474, 0.473, 0.425, 0.583, 0.363, 0.470, 0.446, 0.097, -0.257, 0.661, -0.250, -0.251, 0.258, -0.430, -0.775, -0.233, -0.187, 0.334, -0.345, 0.416, 0.412, 0.438]}


(4)
{"formula": "C45H62IrN6O4", "method": "ωB97M-V/def2-TZVPD", "charge": 1, "lumo_energy_ev": -3.452, "e_above_lowest_kcal_mol": 39.4, "homo_energy_ev": -10.15, "multiplicity": 1, "elements": ["Ir", "C", "C", "C", "C", "C", "C", "C", "C", "C", "C", "C", "C", "N", "C", "C", "C", "C", "C", "N", "C", "C", "C", "C", "H", "H", "H", "H", "H", "H", "H", "H", "H", "H", "H", "H", "H", "H", "H", "H", "H", "H", "H", "H", "H", "H", "H", "H", "H", "H", "H", "H", "H", "C", "C", "C", "C", "C", "C", "C", "O", "C", "C", "C", "H", "H", "H", "H", "H", "H", "H", "H", "H", "H", "H", "H", "C", "C", "C", "C", "C", "C", "O", "N", "C", "O", "N", "C", "O", "H", "H", "H", "H", "H", "H", "H", "H", "H", "H", "H", "N", "C", "N", "C", "C", "C", "C", "C", "H", "H", "H", "H", "H", "H", "H", "H", "H", "H"], "xyz": [[-0.83095, 0.46078, 0.29368], [0.62557, 5.59173, 1.81641], [0.96379, 4.09795, 1.79965], [1.78824, 3.74317, 3.04232], [1.70181, 3.72310, 0.51685], [2.99121, 4.21688, 0.32361], [3.73716, 3.86624, -0.78590], [3.21122, 2.98557, -1.71912], [1.93112, 2.46617, -1.57183], [1.32195, 1.61341, -2.66640], [2.31499, 0.66477, -3.32936], [0.67087, 2.53456, -3.70543], [1.17034, 2.86260, -0.45908], [-0.18186, 2.40125, -0.31705], [-1.12419, 3.29617, -0.21480], [-2.33441, 2.90971, 0.29527], [-3.53342, 3.58033, 0.51356], [-4.34144, 2.69033, 1.19759], [-3.61967, 1.49486, 1.39649], [-2.40061, 1.63224, 0.82609], [-4.19811, 0.28761, 2.12910], [-3.13196, -0.67125, 2.66380], [-5.12120, -0.45591, 1.14324], [-5.04601, 0.77534, 3.30808], [0.05350, 5.84093, 2.71158], [0.03110, 5.87980, 0.94738], [1.53434, 6.19590, 1.81309], [0.03698, 3.53003, 1.85440], [2.69324, 4.35002, 3.10808], [2.07669, 2.69346, 3.03557], [1.19910, 3.92068, 3.94387], [3.41221, 4.89629, 1.05552], [4.73081, 4.27397, -0.92650], [3.79730, 2.72179, -2.59022], [0.54497, 1.00601, -2.22033], [3.06889, 1.19421, -3.91437], [1.77971, -0.00445, -4.00641], [2.82176, 0.04399, -2.58632], [1.41900, 3.18784, -4.16080], [-0.09219, 3.16712, -3.24726], [0.20354, 1.94481, -4.49750], [-0.93349, 4.33485, -0.47123], [-3.76616, 4.58496, 0.19572], [-5.34207, 2.87766, 1.55042], [-2.35091, -0.87301, 1.94159], [-3.59727, -1.62516, 2.92244], [-2.65669, -0.27580, 3.56365], [-4.55178, -0.85466, 0.30904], [-5.88421, 0.21724, 0.74749], [-5.62093, -1.28037, 1.65759], [-4.44834, 1.37099, 4.00051], [-5.43835, -0.08852, 3.84849], [-5.89674, 1.37318, 2.98031], [-1.47964, -1.54118, -7.17027], [-1.76412, -1.52703, -5.69688], [-1.97268, -2.71487, -4.99991], [-2.22365, -2.72512, -3.64157], [-2.45908, -4.05703, -2.96118], [-2.27034, -1.48725, -2.94771], [-2.39019, -1.55101, -1.52650], [-2.40086, -0.61762, -0.70316], [-2.13465, -0.26331, -3.65809], [-2.31660, 1.08043, -3.01343], [-1.85620, -0.31732, -5.00931], [-1.69036, -2.51623, -7.60485], [-0.42932, -1.30494, -7.35497], [-2.07832, -0.78986, -7.68522], [-1.93995, -3.65551, -5.53750], [-2.46521, -4.85018, -3.70538], [-3.41894, -4.07620, -2.44424], [-1.67745, -4.29850, -2.23676], [-2.48342, -2.56174, -1.10717], [-3.30498, 1.16691, -2.55796], [-2.19153, 1.86964, -3.75138], [-1.59371, 1.23988, -2.21598], [-1.72207, 0.61034, -5.55484], [2.79418, -3.53285, 1.54788], [1.59559, -4.24341, 2.17586], [0.22980, -3.94546, 1.50473], [-0.83950, -4.87345, 2.09178], [-2.23108, -4.62020, 1.51341], [0.39209, -4.22681, 0.01930], [0.38981, -5.32845, -0.46341], [0.61949, -3.10917, -0.78979], [0.27683, -1.84831, -0.40339], [0.35260, -0.87338, -1.19712], [-0.19351, -1.58590, 0.81216], [-0.14500, -2.49662, 1.85055], [-0.37378, -2.17301, 2.98969], [3.69729, -3.75330, 2.11658], [2.65131, -2.44711, 1.53289], [2.96868, -3.86457, 0.52266], [1.49935, -3.95458, 3.22262], [1.75203, -5.32265, 2.13431], [-0.85007, -4.72264, 3.17078], [-0.53795, -5.90178, 1.89179], [-2.54856, -3.58633, 1.67962], [-2.96149, -5.27157, 1.99221], [-2.25598, -4.83189, 0.44038], [0.85147, -3.25952, -1.76277], [0.70521, 0.78325, 1.46805], [1.82266, 0.64860, 1.72530], [3.05255, 0.50604, 2.12472], [4.17742, 0.92469, 1.26606], [5.33198, -0.04880, 1.43399], [5.71216, -0.18840, 2.90947], [4.50201, -0.63701, 3.72959], [3.34017, 0.32736, 3.56643], [4.48516, 1.93449, 1.54975], [3.82686, 0.96171, 0.23606], [6.17703, 0.32177, 0.85201], [5.05085, -1.02602, 1.03089], [6.06960, 0.77760, 3.28115], [6.52042, -0.91039, 3.02059], [4.75600, -0.70356, 4.78842], [4.18661, -1.63062, 3.40025], [3.58260, 1.30286, 3.99707], [2.44194, -0.05428, 4.04917]], "mulliken_charge": [3.730, -1.682, 0.705, -1.572, 1.269, -0.407, -1.623, -0.439, 0.444, 3.104, -1.880, -1.476, -1.013, 0.873, -0.686, 0.119, -1.770, -0.979, -0.379, 0.682, 2.802, -1.618, -1.543, -1.854, 0.467, 0.315, 0.353, -0.101, 0.382, 0.096, 0.499, 0.417, 0.395, 0.389, -1.909, 0.509, 0.411, 0.337, 0.425, 0.227, 0.395, 0.551, 0.566, 0.455, -0.169, 0.512, 0.280, 0.004, 0.390, 0.481, 0.417, 0.445, 0.387, -1.526, 0.520, -1.072, 0.821, -1.480, 0.881, -0.251, -0.903, 0.718, -1.325, -1.035, 0.392, 0.311, 0.381, 0.347, 0.465, 0.382, 0.184, 0.275, 0.391, 0.523, 0.060, 0.390, -0.927, -1.551, 2.866, -1.651, -0.841, -0.726, -0.603, 0.601, -1.010, -0.475, 0.864, -1.355, -0.526, 0.639, -0.042, 0.365, 0.448, 0.453, 0.546, 0.507, -0.006, 0.594, 0.136, 0.389, -0.709, -0.368, 1.201, -0.115, -0.739, -0.808, -0.353, -0.982, 0.333, -0.075, 0.385, 0.258, 0.340, 0.424, 0.411, 0.018, 0.410, 0.486]}